The following is a quantum chemistry calculation of a molecular structure, C5H22O6 at a distorted geometry, from the OMol25 dataset.

Calculated values
E: -654.706593 a.u.
Lowest unoccupied orbital energy: -0.51 eV
Frontier orbital gap: 0.2882 Eh
Energy relative to the best compared isomer or geometry (same formula, charge and spin): 272.3 kcal/mol
Highest occupied orbital energy: -8.353 eV
Charge: 0

The geometry in XYZ format:
```
33
C5H22O6 ωB97M-V/def2-TZVPD
C -25.937 9.235 5.682
O -27.087 9.201 6.530
H -26.371 9.063 4.696
H -25.370 10.157 5.555
H -25.291 8.433 6.038
H -26.759 9.123 7.429
C -22.734 10.032 6.758
C -23.390 10.194 5.352
O -23.455 8.872 4.808
H -21.760 10.493 6.600
H -22.644 9.025 7.165
H -23.216 10.646 7.518
H -22.765 10.864 4.762
H -24.388 10.603 5.511
H -22.622 8.648 4.386
C -23.190 13.112 5.503
C -23.527 13.638 4.077
O -24.889 14.022 3.937
H -22.163 12.801 5.311
H -23.807 12.247 5.746
H -23.210 13.858 6.297
H -23.308 12.882 3.324
H -22.805 14.412 3.816
H -24.884 14.971 4.083
O -24.129 7.158 5.306
H -24.970 7.593 5.448
H -23.513 7.873 5.146
O -21.675 8.375 4.494
H -21.424 7.687 5.110
H -20.844 8.724 4.172
O -20.441 11.106 7.725
H -20.297 10.351 8.296
H -20.066 10.846 6.884
```

=====

The following is a quantum chemistry calculation of a single C3H6N4O molecule at a distorted geometry, from the OMol25 dataset.

Calculated values
E: -412.075908 a.u.
SMILES: [H]/N=C\N=C\N(O)/C=N/[H]
Lowest unoccupied orbital energy: 0.06 eV
Frontier orbital gap: 0.3414 Eh
Energy relative to the best compared isomer or geometry (same formula, charge and spin): 83.5 kcal/mol
Highest occupied orbital energy: -9.225 eV
Charge: 0

The geometry in XYZ format:
```
14
C3H6N4O ωB97M-V/def2-TZVPD
H -0.726 -3.310 1.655
N 0.208 -3.067 1.944
C 0.460 -1.871 1.436
N -0.350 -1.091 0.636
C 0.253 -0.030 0.190
N -0.537 0.810 -0.521
O -1.739 0.259 -1.017
C -0.036 1.897 -1.291
N 1.115 2.337 -1.118
H 1.232 3.222 -1.594
H 1.359 -1.360 1.788
H 1.164 0.416 0.632
H -1.741 -0.664 -0.743
H -0.661 2.450 -1.996
```

=====

> Among the records above, which one has the highest frontier orbital gap?

C3H6N4O

=====

> The lowest lowest unoccupied orbital energy belongs to which entry?

C5H22O6

=====

> The highest E belongs to which entry?

C3H6N4O